Record 1
{
  "formula": "C19H27N3O3",
  "method": "the ωB97M-V functional and the def2-TZVPD basis",
  "smiles": "Cc1cc(C)cc(NC(=O)CN2CCN(C(=O)[C@H]3CCCO3)CC2)c1",
  "homo_ev": -8.28,
  "homo_lumo_gap_ev": 8.9,
  "spin_multiplicity": 1,
  "energy_ev": -30754.972,
  "relative_energy_kj_mol": 170.5,
  "species": ["C", "C", "C", "C", "C", "C", "C", "H", "C", "H", "H", "H", "H", "N", "C", "O", "C", "N", "C", "C", "N", "C", "O", "C", "C", "H", "C", "H", "C", "H", "H", "O", "H", "H", "H", "C", "H", "C", "H", "H", "H", "H", "H", "H", "H", "H", "H", "H", "H", "H", "H", "H"],
  "coordinates": [[-7.062, -0.856, -0.679], [-5.789, -0.149, -0.326], [-4.607, -0.864, -0.193], [-3.432, -0.209, 0.153], [-3.444, 1.167, 0.367], [-4.617, 1.891, 0.238], [-5.784, 1.222, -0.109], [-6.703, 1.781, -0.212], [-4.638, 3.374, 0.458], [-4.880, 3.889, -0.471], [-5.398, 3.639, 1.191], [-3.674, 3.732, 0.810], [-2.525, 1.671, 0.635], [-2.214, -0.878, 0.303], [-1.904, -2.177, 0.077], [-2.666, -3.048, -0.277], [-0.426, -2.458, 0.368], [0.394, -1.278, 0.158], [0.591, -1.009, -1.261], [1.306, 0.330, -1.428], [2.573, 0.298, -0.726], [3.718, 0.323, -1.438], [3.722, 0.509, -2.642], [5.052, 0.214, -0.702], [5.402, 1.486, 0.108], [4.501, 2.045, 0.359], [6.093, 0.935, 1.365], [7.075, 1.374, 1.526], [6.192, -0.571, 1.077], [6.087, -1.198, 1.962], [7.145, -0.803, 0.581], [5.118, -0.865, 0.211], [5.487, 1.113, 2.253], [6.054, 2.136, -0.471], [5.810, 0.065, -1.488], [2.405, -0.006, 0.674], [3.366, -0.061, 1.175], [1.682, -1.346, 0.828], [1.515, -1.547, 1.889], [2.323, -2.142, 0.415], [1.796, 0.786, 1.126], [1.506, 0.530, -2.481], [0.692, 1.135, -1.011], [-0.383, -0.972, -1.753], [1.192, -1.801, -1.737], [-0.111, -3.320, -0.240], [-0.360, -2.751, 1.420], [-1.417, -0.304, 0.560], [-4.592, -1.928, -0.359], [-7.644, -1.047, 0.223], [-6.854, -1.810, -1.157], [-7.670, -0.249, -1.347]],
  "atomic_forces_ev_per_a": [[-0.01, -0.01, 0.06], [0.08, 0.21, 0.01], [0.03, -0.14, -0.02], [-0.34, -0.03, -0.06], [-0.04, -0.05, -0.01], [0.03, -0.09, 0.01], [0.05, -0.08, -0.01], [-0.14, 0.08, -0.02], [0.00, -0.02, -0.03], [0.00, 0.09, -0.02], [-0.02, 0.08, 0.05], [0.04, 0.08, 0.03], [0.11, 0.08, 0.04], [0.13, 0.41, 0.15], [0.38, 0.01, 0.08], [-0.15, -0.23, -0.06], [0.00, -0.07, -0.05], [0.10, -0.19, 0.07], [0.02, 0.32, -0.09], [-0.13, -0.13, -0.41], [-0.46, -0.02, 0.10], [0.46, -0.05, 0.01], [0.19, 0.02, -0.23], [0.26, 0.25, -0.32], [-0.05, -0.09, -0.05], [0.02, 0.04, 0.00], [-0.04, -0.21, -0.01], [0.02, 0.03, 0.06], [0.33, 0.11, 0.26], [0.07, 0.02, -0.05], [-0.06, -0.03, 0.05], [-0.29, -0.14, -0.15], [0.03, 0.01, 0.01], [-0.04, 0.03, -0.02], [-0.24, 0.02, 0.11], [0.08, -0.26, 0.39], [-0.12, 0.08, -0.01], [0.11, 0.28, 0.19], [0.02, -0.02, -0.03], [-0.03, 0.01, 0.03], [0.04, -0.07, 0.03], [-0.07, 0.02, 0.15], [-0.02, -0.03, -0.04], [0.03, 0.00, -0.03], [-0.05, 0.01, 0.02], [-0.10, 0.08, 0.04], [0.01, -0.01, -0.05], [-0.05, -0.18, -0.07], [0.00, -0.06, -0.02], [-0.08, -0.05, 0.01], [-0.05, -0.07, -0.05], [-0.07, -0.01, -0.05]]
}

Record 2
{
  "formula": "C19H27NO11Tb",
  "method": "the ωB97M-V functional and the def2-TZVPD basis",
  "total_charge": 1,
  "homo_ev": [-11.61, -11.53],
  "homo_lumo_gap_ev": [8.9, 8.9],
  "spin_multiplicity": 7,
  "energy_ev": -66584.302,
  "species": ["Tb", "C", "C", "O", "C", "C", "O", "C", "C", "O", "C", "C", "O", "C", "C", "O", "C", "C", "O", "H", "H", "H", "H", "H", "H", "H", "H", "H", "H", "H", "H", "H", "H", "H", "H", "H", "H", "H", "H", "H", "H", "H", "H", "O", "C", "C", "C", "N", "C", "C", "C", "O", "O", "C", "O", "O", "H", "H", "H"],
  "coordinates": [[-0.373, 0.791, 0.266], [0.763, 3.473, -1.525], [1.723, 3.482, -0.367], [1.827, 2.168, 0.173], [3.097, 1.490, 0.131], [3.269, 0.521, -1.062], [2.041, 0.033, -1.593], [1.725, -2.445, -1.608], [0.263, -3.672, 0.302], [-0.530, -2.544, 0.643], [-1.362, -2.599, 1.794], [-1.132, -1.448, 2.746], [-1.550, -0.185, 2.164], [-1.619, 0.920, 3.086], [-2.248, 2.108, 2.384], [-1.285, 2.663, 1.441], [-1.698, 3.805, 0.651], [-1.633, 3.476, -0.831], [-0.436, 2.756, -1.185], [1.183, 2.941, -2.376], [0.508, 4.487, -1.836], [1.373, 4.137, 0.434], [2.697, 3.847, -0.697], [3.180, 0.965, 1.075], [3.886, 2.241, 0.090], [3.927, -0.292, -0.746], [3.744, 1.030, -1.898], [2.728, -2.702, -1.277], [1.724, -2.379, -2.697], [1.135, -3.748, 0.955], [-0.334, -4.585, 0.395], [-1.189, -3.520, 2.360], [-2.404, -2.601, 1.463], [-0.084, -1.359, 3.030], [-1.743, -1.614, 3.636], [-0.616, 1.169, 3.446], [-2.231, 0.644, 3.946], [-2.514, 2.873, 3.111], [-3.137, 1.790, 1.837], [-1.040, 4.630, 0.920], [-2.721, 4.082, 0.908], [-1.708, 4.393, -1.416], [-2.449, 2.815, -1.106], [-0.784, -4.801, -2.603], [-0.448, -3.609, -2.089], [0.743, -3.568, -1.172], [1.362, -1.104, -1.029], [-0.024, -0.688, -1.284], [-1.055, -1.270, -1.799], [-1.242, -2.561, -2.379], [-2.335, -0.395, -1.700], [-3.230, -0.544, -2.486], [-2.271, 0.443, -0.685], [1.746, -1.137, 0.520], [2.629, -1.876, 0.881], [1.149, -0.251, 1.276], [-0.144, -5.469, -2.341], [1.286, -4.508, -1.316], [-2.140, -2.700, -2.964]],
  "atomic_forces_ev_per_a": [[-0.15, 2.34, 0.76], [-0.39, 0.03, -0.25], [0.27, -0.03, 0.14], [-0.12, -0.21, -0.16], [0.03, 0.23, 0.02], [-0.11, -0.05, 0.04], [0.06, -0.17, -0.06], [0.00, -0.16, -0.07], [-0.05, 0.12, -0.12], [0.01, 0.26, 0.09], [0.05, -0.22, -0.15], [0.04, 0.41, 0.14], [-0.13, 0.13, 0.13], [0.00, -0.22, -0.11], [0.11, 0.17, -0.20], [-0.42, 0.06, 0.20], [-0.02, -0.08, 0.28], [0.19, 0.02, -0.13], [-0.16, 0.16, 0.30], [0.05, -0.05, -0.02], [0.04, 0.05, 0.00], [-0.02, 0.02, 0.04], [0.00, 0.01, -0.01], [-0.04, -0.05, 0.05], [0.06, -0.03, 0.01], [0.03, 0.01, -0.01], [-0.04, 0.03, -0.06], [0.04, 0.02, 0.00], [-0.02, -0.03, 0.00], [0.01, 0.00, 0.05], [-0.02, -0.02, -0.01], [0.04, 0.00, 0.00], [-0.02, 0.01, -0.01], [0.07, -0.09, 0.01], [-0.03, -0.04, 0.03], [0.06, 0.01, 0.04], [-0.09, -0.01, 0.01], [0.04, 0.03, 0.07], [-0.07, 0.00, -0.02], [0.06, 0.01, 0.03], [-0.01, 0.03, 0.00], [0.01, 0.05, -0.02], [-0.04, -0.09, -0.03], [-0.02, 0.09, 0.06], [-0.17, -0.16, -0.09], [0.04, -0.03, -0.06], [-0.21, -0.03, 0.01], [0.41, -1.08, -0.44], [0.17, -0.11, -0.12], [0.15, 0.07, 0.09], [0.24, 0.31, 0.49], [-0.16, 0.03, -0.05], [-0.69, -0.69, -1.05], [-0.39, 0.51, 0.36], [0.08, -0.12, -0.04], [1.12, -1.29, -0.08], [0.03, -0.15, -0.03], [0.05, 0.02, -0.05], [0.01, -0.02, 0.00]]
}